The following is a DFT calculation (ωB97M-V/def2-TZVPD) of a cluster of 2 separate species, C2H8N2O4 in total at a distorted geometry.

The value obtained for the highest occupied orbital energy is -9.0 eV. The total energy is -491.410314 Ha. For the orbital gap, the calculation gives 9.45 eV. The strongest force on any atom is 0.0415 Eh/bohr. The value obtained for the energy above the lowest of the compared OMol25 structures with the same formula, charge and spin is 87.2 kcal/mol. Its spin multiplicity is 1. As for the SMILES: [H]/N=N\[H].OCC(O)(O)O.

CARTESIAN COORDINATES (ANGSTROEM)
1 C -0.20797 -0.34164 -0.16581
2 C -1.44427 0.29255 0.49209
3 N 2.83613 -1.13952 -1.94237
4 N 3.41334 -0.91247 -0.91049
5 O 0.68011 -0.77892 0.82774
6 O -1.06555 1.24657 1.43590
7 O -2.20866 0.90736 -0.47496
8 O -2.12920 -0.75225 1.12173
9 H 0.30038 0.43582 -0.74122
10 H 2.20520 -0.40546 -2.34327
11 H -0.53251 -1.14800 -0.82981
12 H 3.26563 0.00634 -0.43450
13 H 0.24691 -1.49206 1.31542
14 H -0.21953 0.97315 1.82009
15 H -2.82088 1.51781 -0.04787
16 H -2.92406 -0.41607 1.54843